No. 1
20
Properties=species:S:1:pos:R:3:forces:R:3 method="wB97M-V/def2-TZVPD" homo_ev=-8.07 total_energy_ev=-8932.7185 homo_lumo_gap_ev=9.0 smiles="C=C(N)CCC.O"
C -0.943076 0.873950 -1.614396 -0.33 0.03 0.66
C -1.029693 0.921547 -0.268862 0.63 1.49 0.29
N -1.042749 2.169327 0.337821 0.22 -0.15 -0.38
C -0.902999 -0.216461 0.681281 0.61 -1.55 -1.36
C 0.524865 -0.852445 0.704845 -1.44 -0.16 0.78
C 0.490148 -2.179913 1.475428 0.27 -0.29 -1.22
H -1.025345 -0.032966 -2.185047 0.21 -0.16 -0.04
H -0.927400 1.837598 -2.114687 -0.13 -0.24 -0.31
H -1.240656 2.318670 1.304006 0.03 -0.14 0.15
H -0.938876 2.968100 -0.260018 -0.17 0.17 0.20
H -1.487157 -1.000360 0.239962 -0.77 -0.57 0.01
H -1.243808 -0.084786 1.697382 -0.19 0.52 0.20
H 1.113842 -0.154521 1.269445 0.99 0.31 -0.28
H 0.869145 -1.057362 -0.307421 0.07 0.46 0.03
H -0.389775 -2.785840 1.235474 -0.13 0.28 0.17
H 0.574254 -2.028174 2.530304 -0.07 -0.05 0.70
H 1.318989 -2.800068 1.126475 0.19 0.05 0.35
O 2.417024 0.892210 -2.034757 0.37 -0.17 0.03
H 1.519011 1.164921 -2.247530 -0.17 -0.22 0.21
H 2.344257 0.046581 -1.569712 -0.18 0.39 -0.18

=====

No. 2
20
Properties=species:S:1:pos:R:3:forces:R:3 method="wB97M-V/def2-TZVPD" homo_ev=-8.20 total_energy_ev=-8932.7352 homo_lumo_gap_ev=9.1 smiles="CC/C(C)=C/N.O"
C -1.766669 -2.075832 -0.829234 -0.33 -1.44 0.08
C -1.346189 -1.125796 0.263574 0.78 1.26 -0.01
C 0.049204 -0.487346 0.176719 -1.19 0.74 -0.50
C 0.984046 -1.069594 -0.816476 1.01 -0.71 0.25
C 0.275216 0.624932 0.877763 1.13 -0.07 -0.74
N 1.550371 1.298906 0.912767 -0.74 -0.07 -0.06
H -2.829232 -2.318120 -0.743345 0.03 -0.03 0.33
H -1.679137 -1.843248 -1.889746 0.52 0.71 0.15
H -1.228808 -3.015970 -0.668655 -0.13 -0.06 -0.29
H -2.078622 -0.317423 0.337096 0.02 -0.09 0.32
H -1.240512 -1.629955 1.225040 -0.89 -0.39 -0.05
H 0.994404 -2.163050 -0.760262 -0.11 0.06 -0.11
H 2.028408 -0.783399 -0.673217 -0.05 0.12 0.02
H 0.731682 -0.793497 -1.839797 -0.20 0.04 -0.01
H -0.521172 1.193292 1.336812 -0.07 -0.26 0.40
H 2.272657 0.735025 0.479859 -0.07 0.16 0.07
H 1.807903 1.453953 1.874221 0.19 0.14 0.21
O 0.353270 4.114937 0.024928 -0.61 0.51 -0.34
H 0.869810 4.860787 0.326037 0.15 0.16 0.09
H 0.773370 3.341398 0.385918 0.54 -0.79 0.19

=====

No. 3
20
Properties=species:S:1:pos:R:3:forces:R:3 method="wB97M-V/def2-TZVPD" homo_ev=-8.61 total_energy_ev=-8929.4981 homo_lumo_gap_ev=8.8
C 1.936309 -0.577660 0.652253 -0.02 0.19 -0.43
N 1.642655 -1.879271 1.240511 -0.10 0.06 -0.02
C 0.751643 -0.063928 -0.154341 -3.16 -0.79 2.29
O 0.986140 1.036398 -0.846014 -1.98 1.98 -2.02
H 0.974783 -1.797118 1.997735 0.08 0.02 0.01
H 2.483399 -2.307683 1.607224 -0.09 0.06 0.02
H 0.309174 -0.892353 -0.728726 0.24 -0.04 -0.05
H 2.245616 0.199284 1.365674 -0.02 -0.07 -0.05
H 2.749734 -0.709670 -0.067292 0.05 0.02 0.09
C -2.059974 0.226907 -1.058591 0.40 1.25 -1.60
C -0.580210 0.312454 1.112478 2.92 -0.38 -0.46
C -1.475346 1.177880 -1.873210 -2.43 -1.28 0.00
H -1.920155 -0.827893 -1.245271 0.12 -0.05 0.08
H -2.783146 0.492491 -0.302139 0.21 0.04 0.16
H -1.145327 0.859532 -2.858492 0.50 -0.09 0.19
H -0.101317 1.294743 -1.360482 3.30 -0.82 1.67
H -1.886266 2.181732 -1.856129 0.31 0.13 0.32
H -1.126707 -0.544733 1.504018 -0.15 0.04 -0.22
H -1.171500 1.221171 1.024516 -0.09 -0.24 -0.54
H 0.170495 0.597718 1.846277 -0.10 -0.04 0.57

=====

No. 4
20
Properties=species:S:1:pos:R:3:forces:R:3 method="wB97M-V/def2-TZVPD" homo_ev=-7.79 total_energy_ev=-8929.1217 homo_lumo_gap_ev=8.4 smiles="C=C(CC)NC.O"
C 0.775161 1.507765 -0.842383 -2.70 -0.35 3.13
C 0.224417 0.545501 -0.008319 -0.27 1.31 1.22
C 1.195049 -0.413579 0.688561 -1.23 -2.02 -2.62
C 0.685834 -1.863913 0.365243 2.82 -0.69 0.72
N -1.229705 0.538748 0.347702 2.19 1.35 0.39
C -1.666640 0.981813 1.693811 -0.68 -0.06 1.75
H 0.599348 2.534072 -0.704406 -2.00 1.35 -0.01
H 1.156792 1.405295 -1.758184 3.26 -1.40 -2.77
H 2.149879 -0.304611 0.093203 -0.77 0.21 1.24
H 1.320936 -0.324470 1.800519 -0.09 0.46 -1.18
H -0.092294 -2.161394 1.041364 -1.46 0.07 -0.74
H 0.756043 -2.157808 -0.734761 -0.94 0.59 1.52
H 1.447212 -2.518354 0.822612 0.32 -0.06 -0.38
H -1.723970 1.008069 -0.404311 0.13 0.10 0.22
H -1.765755 2.112974 1.918407 1.00 -1.44 -0.78
H -0.903907 0.493297 2.425129 -1.69 0.99 -0.96
H -2.774106 0.705413 1.964653 2.15 -0.37 -0.71
O 0.081698 -0.891723 -3.038164 0.24 -4.66 1.48
H -0.374781 -1.099486 -2.190331 0.35 1.71 -1.30
H 0.138796 -0.097615 -3.480354 -0.64 2.91 -0.24

=====

No. 5
20
Properties=species:S:1:pos:R:3:forces:R:3 method="wB97M-V/def2-TZVPD" homo_ev=-8.92 total_energy_ev=-8931.0575 homo_lumo_gap_ev=9.6 smiles="C=C(C)CCN.O"
C -0.874589 2.059039 0.992720 1.80 -0.74 -1.70
C -0.129261 1.340429 0.074167 -0.55 -0.97 0.85
C 0.509675 1.751869 -1.311531 -1.65 -0.54 1.74
C 0.122074 -0.202635 0.335908 1.84 0.13 1.74
C -0.336090 -1.164972 -0.736068 -1.12 -0.24 -2.10
N -1.831928 -1.058314 -1.006564 0.61 0.33 4.03
H -1.275954 3.047386 0.770439 0.49 0.00 0.06
H -0.945174 1.728627 2.042459 -0.49 -0.30 -0.86
H 1.545659 1.985398 -1.415105 0.86 0.20 0.94
H -0.023457 2.509043 -1.787233 -0.95 1.96 -0.32
H 0.354619 0.995760 -2.024244 -0.16 -1.60 -0.66
H -0.291807 -0.692632 1.351178 1.00 1.82 -1.93
H 1.280815 -0.292068 0.313809 -1.68 -0.13 0.55
H 0.273339 -1.062828 -1.697189 -1.03 0.14 1.05
H -0.120666 -2.210722 -0.429565 -0.12 0.61 0.13
H -2.147525 -0.740606 -1.885462 0.00 0.69 -0.78
H -2.292808 -0.520018 -0.158103 1.15 -1.32 -2.76
O 1.988980 -2.232911 2.551181 1.86 -0.29 -2.48
H 2.656365 -2.217694 1.776444 -1.19 0.57 2.02
H 1.537733 -3.022151 2.242759 -0.67 -0.31 0.48

=====

No. 6
20
Properties=species:S:1:pos:R:3:forces:R:3 method="wB97M-V/def2-TZVPD" homo_ev=-6.57 total_energy_ev=-8926.7987 homo_lumo_gap_ev=3.6
C 2.378048 -1.010914 0.674294 -2.19 1.59 0.62
C 1.089132 -1.520818 -0.293770 3.59 -1.85 -0.30
C 0.115152 -0.506434 -0.559763 0.42 3.51 0.79
C -0.428378 0.119529 0.670100 -0.78 -1.34 1.53
N -1.847336 0.337949 0.759679 0.34 -2.12 -1.81
C 0.114855 0.436782 -1.765502 -0.41 -1.68 0.51
H 2.261992 0.075888 0.726692 0.47 0.03 -0.30
H 3.414533 -1.236892 0.402048 -0.69 -0.49 -0.39
H 2.132584 -1.263181 1.718151 0.40 -0.47 -0.51
H 1.617357 -1.846126 -1.196636 -0.45 -0.10 -0.09
H 0.851943 -2.426005 0.277483 -0.87 0.32 -0.36
H 0.123826 1.067253 0.826353 0.09 -0.46 0.17
H -0.250047 -0.642489 1.473637 0.66 0.93 0.04
H -2.229263 -0.320545 0.082222 -0.84 0.30 0.44
H 1.117324 0.444071 -2.222100 -0.24 0.11 0.30
H -0.206189 1.360725 -1.296181 -0.01 0.45 -0.67
H -0.580591 0.166240 -2.575872 0.06 0.07 0.32
H -2.466575 1.174362 0.888136 -0.04 1.87 -0.35
H -3.673110 3.270438 0.691139 0.15 -0.10 0.14
O -3.535256 2.320168 0.719890 0.34 -0.58 -0.08

=====

No. 7
20
Properties=species:S:1:pos:R:3:forces:R:3 method="wB97M-V/def2-TZVPD" homo_ev=-7.49 total_energy_ev=-8932.9011 homo_lumo_gap_ev=8.2 smiles="CC(C)=C(C)N.O"
C 1.202917 -0.300131 1.509698 -0.16 0.32 -0.02
C 1.010166 -0.053221 0.036129 -0.63 -0.57 -0.04
C 1.429148 1.282071 -0.530493 -0.08 -0.34 0.27
C 0.370632 -0.963001 -0.720615 -0.30 0.01 -0.31
C 0.410397 -0.950603 -2.236827 0.20 0.44 0.42
N -0.483489 -1.949570 -0.203795 0.40 0.14 -0.18
H 1.073910 -1.344794 1.789086 0.16 -0.12 -0.12
H 2.232189 -0.027340 1.741256 0.03 0.08 0.34
H 0.524431 0.256081 2.170776 0.16 0.20 -0.15
H 0.928288 1.457514 -1.484117 0.23 0.08 0.02
H 1.087711 2.067983 0.160225 0.22 -0.09 -0.17
H 2.510260 1.369939 -0.656900 0.04 0.16 -0.02
H 1.440452 -0.766846 -2.544432 -0.09 -0.09 -0.18
H -0.188501 -0.126530 -2.615726 -0.21 -0.01 -0.24
H 0.060150 -1.882823 -2.685475 0.00 0.09 0.14
H -0.439313 -2.080867 0.792446 -0.08 -0.24 -0.04
H -0.558282 -2.789951 -0.756521 0.10 -0.06 0.28
O -4.165158 2.448967 2.393028 -0.22 0.08 0.47
H -3.561335 2.518887 1.649795 -0.27 -0.30 -0.18
H -4.884573 1.834234 2.192463 0.50 0.21 -0.30

=====

No. 8
20
Properties=species:S:1:pos:R:3:forces:R:3 method="wB97M-V/def2-TZVPD" homo_ev=-8.59 total_energy_ev=-8931.6827 homo_lumo_gap_ev=9.6 smiles=CNCC[C@H](C)O
C 1.084589 -0.225934 -2.648316 -0.94 1.55 0.88
N 0.808924 -0.147465 -1.190520 2.52 -0.17 1.67
C -0.423141 0.581186 -0.796455 -0.44 -0.40 -0.83
C -0.528121 1.141972 0.678013 2.64 -2.34 -1.53
C -0.072578 0.041316 1.705013 -0.25 1.68 -1.57
C -0.622605 -1.372940 1.363014 -1.82 1.63 0.26
O -0.321310 0.564069 3.041691 -0.59 -1.84 -0.94
H 0.133577 -0.468027 -3.101341 -0.19 -0.25 -0.42
H 1.819593 -0.973455 -2.938200 0.06 0.02 0.37
H 1.366475 0.784091 -3.035205 0.01 -0.65 -0.05
H 1.675759 0.301388 -0.726132 -2.03 -0.91 -0.85
H -1.295267 0.052558 -1.252228 0.42 -0.24 1.04
H -0.376885 1.404994 -1.436039 -0.43 2.20 -0.86
H 0.298543 1.861248 0.606218 -0.38 0.34 0.74
H -1.426047 1.640341 0.930891 -1.08 0.26 0.00
H 0.987881 0.095161 1.591285 0.92 -0.67 0.04
H -0.014751 -2.104863 1.840459 -0.06 -0.74 1.10
H -1.750385 -1.301410 1.686636 2.00 -0.88 -0.57
H -0.525850 -1.684235 0.296235 -0.28 0.93 0.69
H -0.818404 -0.190000 3.384990 -0.08 0.48 0.85

=====

No. 9
20
Properties=species:S:1:pos:R:3:forces:R:3 method="wB97M-V/def2-TZVPD" homo_ev=-9.10 total_energy_ev=-8931.6038 homo_lumo_gap_ev=9.7 smiles="C=CC[C@@H](C)N.O"
C -3.125233 0.552316 -0.585632 0.71 -1.63 0.52
C -2.722183 -0.724238 -0.438814 1.35 -0.38 -0.54
C -1.236617 -1.152315 -0.487821 0.23 1.20 0.40
C -0.125841 -0.063504 -0.170314 -0.50 -0.46 -1.73
C 0.064169 0.380517 1.260361 0.22 0.98 2.84
N 1.154280 -0.585731 -0.777538 0.24 0.20 2.58
H -4.135161 0.730710 -0.767695 -1.70 0.36 0.03
H -2.525754 1.453541 -0.508219 0.38 -0.42 -0.21
H -3.367420 -1.661374 -0.415703 0.26 1.77 -0.23
H -1.055222 -1.986304 0.157938 -0.01 -0.62 0.68
H -0.989365 -1.571402 -1.485134 -0.32 0.48 0.32
H -0.472001 0.854014 -0.676917 0.40 -0.28 -0.19
H 0.734912 1.296225 1.369268 -0.52 -1.13 -0.64
H -0.871278 0.777178 1.780666 0.78 -0.85 -0.98
H 0.510876 -0.354097 2.021568 -0.64 0.50 -1.38
H 1.430853 -0.184224 -1.689819 0.14 -0.13 1.45
H 1.846114 -0.640771 0.059777 -1.01 0.40 -2.91
O 5.350463 0.989460 0.366419 1.24 1.56 -0.56
H 4.663859 1.645168 0.374414 -0.26 0.88 -0.13
H 4.870558 0.244825 0.613203 -0.98 -2.44 0.68

=====

No. 10
20
Properties=species:S:1:pos:R:3:forces:R:3 method="wB97M-V/def2-TZVPD" homo_ev="-14.51 / -14.51" total_charge=+1 multiplicity=2 total_energy_ev=-8924.4627 homo_lumo_gap_ev="11.0 / 7.3" s_squared=0.7657
C -2.278015 1.215265 -0.117720 0.07 0.22 1.18
C -1.248178 0.100696 -0.446142 -0.81 -0.16 0.31
C -0.093537 0.206242 0.550247 -3.32 -1.44 -0.91
C 1.019124 0.959261 0.231753 2.22 -0.71 1.25
C -0.910451 -1.867967 1.699400 -1.81 0.20 -1.33
N -0.237025 -0.512348 1.711967 2.03 -0.94 -2.53
H -1.899965 2.182545 -0.511662 -0.42 -0.39 0.79
H -2.513192 1.183523 1.015228 0.66 0.55 -1.75
H -3.243832 1.016078 -0.570274 0.06 -0.11 -0.39
H -1.807114 -0.836345 -0.337010 0.47 0.06 0.30
H -0.976818 0.081262 -1.513666 0.46 0.50 0.53
H 1.919343 0.776431 0.877772 -0.82 0.73 -0.60
H 1.184897 1.472393 -0.709822 -0.39 -0.02 0.15
H -2.014418 -1.728250 1.812877 0.97 -0.05 0.24
H -0.819564 -2.376438 0.694501 0.32 0.75 0.99
H -0.551613 -2.571627 2.445965 0.28 0.64 0.28
H 0.717617 -0.610896 2.025009 0.10 0.14 1.40
H 4.079927 0.522075 -2.780415 -1.52 -0.51 0.20
H 3.229608 -0.387156 -3.628364 -0.33 0.02 0.24
O 3.164958 0.118699 -2.803408 1.78 0.52 -0.34

=====

No. 11
20
Properties=species:S:1:pos:R:3:forces:R:3 method="wB97M-V/def2-TZVPD" homo_ev="-15.01 / -15.01" total_charge=+1 multiplicity=2 total_energy_ev=-8924.3769 homo_lumo_gap_ev="11.9 / 7.0" s_squared=0.7541
C -0.158894 -0.979172 1.942427 0.23 -0.22 0.76
C 0.995820 -1.905078 1.542383 -1.38 -0.09 -1.40
C -0.955675 -0.469920 0.767441 1.48 -1.23 -0.83
N -0.143621 0.405164 -0.080020 -1.91 0.71 1.50
C -0.694576 0.813962 -1.350332 1.48 -0.91 -0.20
C 0.068484 1.931083 -2.030116 -0.22 0.27 0.45
O 1.255069 1.520308 -2.646450 -0.48 -0.29 -0.36
H -0.860364 -1.540159 2.568448 0.12 0.18 0.06
H 0.253170 -0.175878 2.555703 -0.27 0.26 0.05
H 0.577871 -2.784995 1.031022 0.13 -0.01 0.32
H 1.549407 -2.223352 2.393080 0.57 -0.15 0.52
H 1.621672 -1.451770 0.774707 0.41 0.23 0.23
H -1.866631 0.074857 0.999866 -0.26 0.16 0.14
H -1.173228 -1.350548 0.152799 -0.56 0.20 -0.11
H 0.361360 1.045639 0.534312 0.75 0.25 -0.58
H -1.760864 0.988881 -1.204451 -0.16 0.03 -0.02
H -0.552800 -0.114170 -1.927881 -0.52 0.17 -0.42
H 0.299826 2.712395 -1.321094 -0.11 0.45 0.54
H -0.634240 2.377447 -2.723319 0.29 0.00 -0.62
H 1.818217 1.125309 -1.978525 0.40 0.00 -0.01

=====

No. 12
20
Properties=species:S:1:pos:R:3:forces:R:3 method="wB97M-V/def2-TZVPD" homo_ev="-14.93 / -14.90" total_charge=+1 multiplicity=2 total_energy_ev=-8924.1783 homo_lumo_gap_ev="11.9 / 7.0" s_squared=0.7546
C 1.646317 1.045652 -0.851141 -0.86 0.59 -0.02
C 1.515980 2.348274 -0.022323 0.61 -2.56 0.85
C 0.256795 0.403648 -1.150495 1.51 0.90 -0.28
N -0.118653 -0.527307 -0.169241 -0.74 -1.49 -0.51
C -1.392397 -1.235710 -0.128503 -0.62 0.75 1.47
C -1.537552 -2.012330 1.196598 0.54 0.20 -1.15
O -1.470859 -1.190811 2.322121 0.08 -0.49 0.56
H 2.153212 1.230798 -1.793166 0.08 -0.14 -0.07
H 2.188158 0.292684 -0.277253 0.41 0.15 -0.14
H 0.837235 3.074026 -0.416707 -0.07 0.53 -0.31
H 2.531870 2.666899 0.191597 -0.13 0.68 -0.20
H 1.153099 1.940314 0.928938 -0.28 0.74 0.19
H 0.463045 -0.122591 -2.103606 -0.42 -0.44 0.09
H -0.510042 1.141325 -1.363659 -0.38 -0.11 0.14
H 0.586366 -1.166300 0.207787 0.52 0.65 0.13
H -1.420303 -1.848346 -1.034399 -0.21 -0.15 0.02
H -2.250529 -0.558678 -0.071869 0.29 0.40 -0.81
H -0.739245 -2.755256 1.258786 -0.20 -0.31 0.14
H -2.520690 -2.464605 1.122095 -0.03 -0.49 0.20
H -1.371809 -0.261688 2.154442 -0.08 0.61 -0.30